# 1
{"formula": "C6H7I2IrO4S", "method": "wB97M-V/def2-TZVPD", "symbols": ["Ir", "C", "C", "C", "C", "C", "H", "H", "H", "H", "H", "I", "C", "I", "H", "H", "O", "S", "O", "O", "O"], "xyz": [[-0.62690, -0.21165, -0.19458], [-2.15746, 0.92351, -1.21510], [-1.78422, 1.56126, 0.00409], [-0.39340, 1.87727, -0.05635], [0.09661, 1.49249, -1.35930], [-0.97665, 0.90354, -2.05056], [-3.13089, 0.54315, -1.47252], [-2.40128, 1.65648, 0.88339], [0.19196, 2.29018, 0.74984], [1.08985, 1.62532, -1.75444], [-0.91064, 0.48817, -3.04398], [0.13349, -2.51284, -1.66159], [1.96850, -2.51749, -0.53104], [1.59646, -1.03987, 1.02965], [2.80173, -2.35972, -1.20681], [2.00329, -3.48967, -0.05251], [-1.64904, -0.71454, 1.51795], [-0.86019, -0.73853, 2.87448], [-1.72442, -0.18893, 3.88149], [0.32724, 0.18118, 2.62016], [-0.39723, -2.09279, 3.09362]], "lowdin_charge": [0.896, -0.170, -0.157, -0.190, -0.195, -0.226, 0.121, 0.139, 0.126, 0.120, 0.111, 0.900, -0.968, 1.266, -0.029, -0.034, -0.558, 0.237, -0.306, -0.683, -0.398], "e_lumo_ev": -1.1481, "de_lowest_kcal_mol": 2.8, "orbital_gap_ev": 7.5, "energy_ha": -1631.6139}

---

# 2
{"formula": "C6H7LiO6Sm", "method": "wB97M-V/def2-TZVPD", "symbols": ["O", "C", "O", "O", "C", "C", "Sm", "H", "H", "Li", "C", "C", "O", "C", "O", "O", "H", "H", "H", "H", "H"], "xyz": [[2.91031, -0.98684, -0.66061], [1.74825, -0.68053, -0.35826], [1.49053, 0.29304, 0.41094], [0.75236, -1.46334, -0.82431], [-0.37606, -1.57316, -0.06886], [-0.49975, -2.40051, 0.99444], [4.49817, 0.78627, 0.68973], [-1.32038, -2.45072, 1.71017], [0.43247, -2.82465, 1.37672], [-0.13902, 0.62444, 1.26540], [-1.88113, -1.79674, -0.66663], [-2.75939, -0.67208, -0.14984], [-4.01570, -0.75640, -0.82166], [-4.80763, 0.30062, -0.73895], [-4.72573, 1.18529, 0.07823], [-5.66220, 0.26463, -1.75265], [-2.39955, -2.76011, -0.56375], [-1.72907, -1.70209, -1.75284], [-2.31588, 0.31774, -0.31944], [-2.91428, -0.75320, 0.93456], [-6.33372, 0.94788, -1.63288]], "lowdin_spin": [-0.010, -0.001, -0.003, -0.001, 0.000, 0.000, 6.015, 0.000, 0.000, 0.000, 0.000, 0.000, 0.000, 0.000, 0.000, 0.000, 0.000, 0.000, 0.000, 0.000, 0.000], "e_lumo_ev": [-9.2003, -9.0128], "s_squared": 12.0068, "multiplicity": 7, "de_lowest_kcal_mol": 27.9, "orbital_gap_ev": [6.0, 6.2], "energy_ha": -1349.1829, "charge": 2}

---

# 3
{"formula": "C6H7MnNO4", "method": "wB97M-V/def2-TZVPD", "symbols": ["Mn", "O", "C", "C", "O", "C", "O", "C", "O", "C", "H", "H", "C", "H", "H", "N", "H", "H", "H"], "xyz": [[-0.20351, -0.12650, 0.05705], [-2.32478, -0.52882, -2.10440], [-1.51248, -0.36616, -1.30258], [0.97573, 0.00227, 1.54431], [1.66810, 0.06239, 2.46424], [-1.04440, 1.50045, 0.58119], [-1.56743, 2.47329, 0.91215], [0.66443, -1.72996, -0.49431], [1.17571, -2.71263, -0.81438], [0.69129, 0.96111, -1.78794], [0.83980, 0.21051, -2.55634], [0.01477, 1.77121, -2.03685], [1.59660, 1.09501, -0.75210], [1.64217, 2.01195, -0.17489], [2.46733, 0.45126, -0.69423], [-1.11940, -1.12326, 1.59338], [-1.35101, -0.50990, 2.40945], [-0.58372, -1.95840, 1.92730], [-2.02920, -1.48381, 1.22896]], "lowdin_spin": [4.129, 0.075, 0.088, 0.088, 0.051, 0.084, 0.062, 0.084, 0.062, 0.057, 0.006, 0.006, 0.058, 0.005, 0.005, 0.119, 0.007, 0.007, 0.008], "e_lumo_ev": [-8.7851, -11.6496], "s_squared": 8.7572, "multiplicity": 6, "orbital_gap_ev": [8.3, 8.6], "energy_ha": -1738.7197, "charge": 2}

---

# 4
{"formula": "C6H7N", "method": "wB97M-V/def2-TZVPD", "symbols": ["H", "N", "C", "C", "C", "C", "C", "C", "H", "H", "H", "H", "H", "H"], "xyz": [[2.57122, 1.78389, 0.77643], [3.08459, 0.98182, 0.36385], [2.33733, 0.06217, -0.02073], [2.21812, -1.32448, -0.46746], [0.98077, -0.38403, -0.35825], [-0.29537, -0.24699, -0.19251], [-1.41624, 0.25098, 0.23437], [-3.01189, 0.57954, -0.06744], [2.52158, -1.54762, -1.46695], [2.41073, -2.20817, 0.22738], [-1.36726, 0.30178, 1.33723], [-3.20506, 1.60226, -0.42754], [-3.41679, 0.32061, 0.82791], [-3.41172, -0.17176, -0.76628]], "lowdin_charge": [0.071, 0.140, -0.368, -0.033, -0.131, -0.004, -0.090, -0.043, 0.088, 0.126, 0.100, 0.070, 0.007, 0.066], "e_lumo_ev": 0.2586, "de_lowest_kcal_mol": 122.2, "orbital_gap_ev": 8.9, "energy_ha": -287.3925}

---

# 5
{"formula": "C6H7N", "method": "wB97M-V/def2-TZVPD", "symbols": ["C", "C", "C", "C", "N", "C", "C", "H", "H", "H", "H", "H", "H", "H"], "xyz": [[0.85095, -1.60047, -0.62924], [0.76999, -0.15128, -0.18201], [-0.38238, 0.67125, -0.82543], [-0.92921, 1.08772, 0.52302], [-1.81505, 1.85671, 0.96219], [0.24294, 0.09678, 1.18944], [-0.17361, 0.26490, 2.37632], [-0.10097, -2.11532, -0.45696], [1.07373, -1.62920, -1.70104], [1.63835, -2.13851, -0.09477], [1.73349, 0.35236, -0.30394], [-0.06757, 1.50181, -1.46446], [-1.09186, 0.03978, -1.37311], [-1.74880, 1.76347, 1.97998]], "lowdin_charge": [-0.063, -0.331, -0.070, -0.309, 0.145, -0.253, 0.190, 0.089, 0.083, 0.082, 0.144, 0.124, 0.126, 0.043], "e_lumo_ev": 0.3280, "de_lowest_kcal_mol": 118.7, "orbital_gap_ev": 10.3, "energy_ha": -287.3981}

---

# 6
{"formula": "C6H7N", "method": "wB97M-V/def2-TZVPD", "symbols": ["C", "C", "C", "C", "N", "C", "C", "H", "H", "H", "H", "H", "H", "H"], "xyz": [[-0.08523, 1.34128, -0.19573], [1.03460, 0.35460, -0.02759], [0.63725, -0.99475, -0.54954], [0.71135, -0.64442, 1.01451], [-0.77377, -0.70324, 1.10786], [-0.85460, -1.00584, -0.30380], [-1.24244, 0.38466, -0.06767], [0.04502, 1.85069, -1.15491], [-0.14675, 2.09356, 0.59995], [2.07905, 0.61564, -0.14006], [1.09846, -1.48429, -1.41511], [1.32033, -0.76215, 1.92689], [-1.55019, -1.78176, -0.59131], [-2.27307, 0.73603, -0.20349]], "lowdin_charge": [-0.123, -0.253, -0.068, -0.142, 0.068, -0.283, -0.110, 0.118, 0.119, 0.141, 0.128, 0.136, 0.137, 0.131], "e_lumo_ev": 1.1236, "de_lowest_kcal_mol": 89.2, "orbital_gap_ev": 10.2, "energy_ha": -287.4451}